Model P:
This record from OMol25 describes a single C4H6N2OS molecule. The level of theory is the ωB97M-V functional and the def2-TZVPD basis.

Each line ends with the Löwdin charge.
Atoms and positions in Å:
N  0.51  2.40  -0.73  0.05
C  0.08  1.28  -0.04  -0.21
C  0.84  0.31  0.39  -0.08
C  0.49  -1.02  0.91  -0.37
O  1.35  -1.85  1.25  0.04
C  -1.00  -1.59  0.99  -0.16
N  -1.74  -1.93  -0.01  -0.44
S  -1.40  -1.81  -1.61  0.70
H  0.00  3.27  -1.00  0.11
H  1.51  2.70  -0.49  0.13
H  -0.97  1.17  -0.25  0.12
H  1.94  0.44  0.46  0.13
H  -1.58  -1.68  1.91  0.11
H  -0.02  -1.70  -1.79  -0.11

Its SMILES is N/C=C/C(=O)/C=N\S. The net charge is 0. Its HOMO energy is -8.81 eV.

---

Model Q:
This record from OMol25 describes a molecular structure, C4H6N2OS. The level of theory is the ωB97M-V functional and the def2-TZVPD basis.

Each line ends with the Löwdin charge.
Atoms and positions in Å:
C  0.34  -0.78  -0.18  -0.39
C  0.24  0.66  -0.10  -0.30
C  -0.86  -1.63  -0.19  -0.03
C  -0.90  1.52  0.34  0.02
N  1.52  -1.38  -0.18  -0.30
N  2.06  0.96  0.32  -0.32
O  1.26  1.30  -0.82  -0.15
S  2.79  -0.51  0.11  0.95
H  -1.19  -1.68  0.80  0.07
H  -0.67  -2.70  -0.62  0.14
H  -1.46  -1.05  -0.80  0.05
H  -1.64  1.13  0.93  0.06
H  -1.18  1.97  -0.61  0.10
H  -0.31  2.19  1.00  0.12

The net charge is 0. Its HOMO energy is -8.76 eV.

---

Model R:
This record from OMol25 describes a single C4H6N2OS molecule. The level of theory is the ωB97M-V functional and the def2-TZVPD basis.

Each line ends with the Löwdin charge.
Atoms and positions in Å:
C  2.39  0.09  -1.32  -0.03
N  1.68  -0.59  -0.47  -0.05
N  0.48  0.13  -0.09  -0.01
C  -0.35  -0.56  0.63  -0.58
C  -0.18  -2.01  1.08  -0.24
O  -0.95  -2.47  1.91  0.01
S  -1.95  0.05  0.99  0.94
C  -1.83  1.59  0.14  -0.44
H  3.32  -0.38  -1.60  0.06
H  2.14  1.10  -1.73  0.09
H  0.70  -2.59  0.63  0.13
H  -1.06  2.21  0.58  0.03
H  -1.53  1.39  -0.94  0.06
H  -2.86  2.04  0.17  0.05

Its SMILES is C=N/N=C(\C=O)SC. The net charge is 0. Its HOMO energy is -8.99 eV.

---

Model S:
This record from OMol25 describes a single C4H6N2OS molecule. The level of theory is the ωB97M-V functional and the def2-TZVPD basis.

Each line ends with the Löwdin charge.
Atoms and positions in Å:
O  -1.65  1.27  -1.05  -0.12
C  -0.52  0.42  -0.71  -0.43
C  -0.77  -1.03  -0.44  -0.15
N  0.48  -1.77  -0.19  0.07
C  1.38  -1.16  0.40  -0.22
N  1.22  0.19  0.79  0.03
C  0.12  0.97  0.48  -0.67
S  -0.36  2.41  1.29  0.70
H  -1.54  2.09  -0.35  0.03
H  0.14  0.35  -1.54  0.16
H  -1.21  -1.40  -1.35  0.11
H  -1.50  -1.16  0.43  0.16
H  2.48  -1.56  0.55  0.16
H  1.73  0.38  1.70  0.16

Its SMILES is O[C@@H]1CN=CNC1=S. The net charge is 0. Its HOMO energy is -9.45 eV.

---

Name the least stable of them. model Q.